This record from OMol25 describes a cluster of 2 separate species, C13H21O7 in total. The level of theory is wB97M-V/def2-TZVPD.

Each line ends with the natural charge from an NBO analysis.
CARTESIAN COORDINATES (ANGSTROEM)
C: 0.050 -0.916 2.610  -0.794
C: -1.151 -1.747 1.853  0.784
O: -1.295 -3.054 2.169  -0.557
O: -2.033 -1.067 0.855  -0.586
C: -1.309 -0.964 -0.424  -0.077
C: -1.931 0.145 -1.459  -0.267
C: -3.525 0.525 -1.402  -0.519
C: -3.478 2.020 -0.699  0.805
O: -4.224 2.557 0.272  -0.542
O: -2.315 2.616 -1.437  -0.572
C: -1.225 1.607 -1.231  0.085
C: -0.061 2.134 -2.258  -0.451
C: 0.609 0.975 -3.205  -0.400
C: 1.542 1.683 -4.399  -0.513
C: 2.106 3.167 -3.988  0.785
O: 3.034 3.443 -3.068  -0.595
O: 1.535 4.327 -4.737  -0.729
H: 0.906 -0.685 1.812  0.210
H: -0.305 0.132 3.028  0.216
H: 0.576 -1.582 3.445  0.389
H: -0.203 -0.610 -0.154  0.192
H: -1.173 -2.031 -0.939  0.192
H: -1.840 -0.398 -2.492  0.226
H: -4.269 -0.273 -0.916  0.268
H: -3.796 0.698 -2.549  0.237
H: -0.861 1.876 -0.152  0.224
H: 0.806 2.586 -1.573  0.241
H: -0.515 3.031 -2.899  0.240
H: 1.302 0.251 -2.599  0.230
H: -0.199 0.348 -3.778  0.215
H: 2.450 0.983 -4.724  0.256
H: 0.809 1.806 -5.333  0.236
H: 1.626 5.118 -4.125  0.500
C: 2.737 -4.168 5.436  -0.622
C: 1.819 -2.959 5.686  -0.001
O: 1.690 -2.327 4.530  -0.952
H: 3.732 -3.863 5.087  0.178
H: 2.876 -4.728 6.369  0.149
H: 2.312 -4.861 4.699  0.183
H: 2.276 -2.420 6.530  0.066
H: 0.916 -3.376 6.158  0.071

* spin multiplicity: 1
* orbital gap: 4.81 eV
* highest occupied orbital energy: -2.88 eV
* total charge: -1
* total energy: -1034.3588 a.u.


This record from OMol25 describes a structure of composition C16H27BF13N2O18S4Zr2. The level of theory is wB97M-V/def2-TZVPD.

Each line ends with the Mulliken spin population.
CARTESIAN COORDINATES (ANGSTROEM)
Zr: 0.446 -1.523 0.821  -0.016
Zr: -0.481 0.614 -2.388  -0.002
N: -2.400 0.520 -1.500  0.001
S: -3.040 -0.304 -0.020  -0.001
O: -1.880 -0.833 0.712  0.001
O: -4.312 -1.032 -0.041  0.000
F: -3.242 0.929 0.901  -0.001
S: -3.896 0.789 -2.009  0.000
O: -4.747 1.741 -1.295  0.000
O: -4.540 -0.221 -2.833  0.000
F: -3.325 1.739 -3.177  0.000
N: -0.323 2.599 -2.851  -0.001
S: -1.168 4.122 -2.421  -0.001
O: -2.353 4.329 -3.167  0.000
O: -0.482 5.210 -1.642  0.000
F: -1.767 3.381 -1.175  0.000
S: 0.307 3.555 -4.006  0.000
O: 1.440 4.379 -3.623  0.000
O: -0.444 3.862 -5.212  0.000
F: 1.094 2.276 -4.532  0.000
B: 2.626 -1.423 0.274  0.001
H: 2.255 -2.412 0.053  0.001
H: 2.488 -1.216 1.324  0.001
H: 3.677 -1.315 0.056  0.001
H: 2.001 -0.700 -0.228  0.005
O: -0.326 -3.546 0.422  0.008
C: -0.667 -3.996 -0.893  0.000
C: -0.648 -2.805 -1.912  0.000
O: -0.129 -1.519 -1.582  0.006
H: -1.682 -4.393 -0.916  0.000
H: 0.001 -4.767 -1.276  0.000
H: -1.589 -2.549 -2.399  0.000
H: -0.080 -3.186 -2.760  0.000
O: 0.390 -0.169 2.505  0.771
C: 0.819 1.194 2.299  -0.029
C: 0.519 1.860 0.788  0.030
O: 0.092 0.941 -0.200  0.028
H: 1.896 1.268 2.451  0.106
H: 0.425 1.883 3.046  0.057
H: 1.321 2.489 0.401  -0.003
H: -0.246 2.631 0.879  0.029
C: 0.932 -6.326 1.908  0.000
C: 0.500 -5.539 3.196  0.000
O: 1.517 -4.837 3.903  0.002
C: 1.904 -3.552 3.602  -0.003
O: 1.346 -2.946 2.671  0.004
C: 3.165 -3.025 4.298  -0.001
F: 4.263 -3.163 3.568  0.000
F: 2.970 -1.715 4.469  0.000
F: 3.279 -3.674 5.469  0.000
H: 1.720 -5.786 1.382  0.000
H: 0.083 -6.507 1.249  0.000
H: 1.287 -7.264 2.336  0.000
H: 0.113 -6.196 3.974  0.000
H: -0.330 -4.855 3.019  0.000
C: -5.719 3.579 1.823  0.000
C: -4.342 4.109 1.495  0.000
O: -3.519 3.594 2.476  0.000
C: -2.568 4.387 3.034  0.000
O: -2.451 5.644 2.994  0.000
C: -1.699 3.531 4.056  0.000
F: -2.277 3.718 5.265  0.000
F: -1.817 2.235 3.702  0.001
F: -0.493 4.040 3.964  0.000
H: -6.092 4.175 2.656  0.000
H: -5.589 2.515 2.022  0.000
H: -6.469 3.769 1.055  0.000
H: -4.465 5.180 1.662  0.000
H: -4.014 3.871 0.484  0.000
C: 4.256 -2.143 -4.277  0.000
C: 3.191 -1.186 -3.833  0.000
O: 3.753 -0.103 -3.173  0.000
C: 3.031 0.815 -2.707  0.000
O: 1.787 0.775 -2.659  -0.001
C: 3.838 1.823 -1.897  0.000
F: 3.161 3.034 -1.895  0.000
F: 3.833 1.364 -0.562  0.001
F: 5.114 1.887 -2.388  0.000
H: 5.030 -1.462 -4.630  0.000
H: 4.035 -2.800 -5.118  0.000
H: 4.504 -2.778 -3.427  0.000
H: 2.448 -1.755 -3.274  0.000
H: 2.762 -0.835 -4.771  0.000

* spin multiplicity: 2
* orbital gap (spin up / spin down): 6.08 / 4.24 eV
* highest occupied orbital energy (spin up / spin down): -15.07 / -15.07 eV
* total charge: +2
* total energy: -5098.7862 a.u.


This record from OMol25 describes a cluster of 2 separate species, C5H7Cl2N3O2S in total. The level of theory is wB97M-V/def2-TZVPD.

Each line ends with the natural charge from an NBO analysis.
CARTESIAN COORDINATES (ANGSTROEM)
C: 1.969 0.601 -0.835  0.644
C: -2.125 -1.438 0.251  0.588
C: 1.413 1.210 1.405  -0.294
C: 2.018 0.350 0.603  -0.174
C: -1.337 -0.504 -0.550  0.077
N: -1.443 0.812 -0.547  -0.588
N: 2.933 -0.137 -1.443  -0.793
N: -3.207 -0.862 0.955  -0.828
O: 1.139 1.337 -1.385  -0.658
O: -1.736 -2.586 0.314  -0.562
S: -2.434 1.838 0.193  -0.059
Cl: 2.631 -1.141 1.330  0.001
Cl: -0.229 -1.333 -1.581  0.054
H: 1.257 0.951 2.497  0.227
H: 1.086 2.141 0.996  0.235
H: -0.613 1.266 -1.072  0.480
H: 3.478 -0.613 -0.821  0.413
H: 2.757 -0.139 -2.459  0.427
H: -3.864 -0.269 0.493  0.411
H: -3.693 -1.484 1.656  0.400

* spin multiplicity: 1
* orbital gap (spin up / spin down): 7.59 / 7.59 eV
* highest occupied orbital energy (spin up / spin down): -8.18 / -8.18 eV
* total charge: 0
* total energy: -1827.9951 a.u.
* energy relative to the best compared isomer or geometry (same formula, charge and spin): 18.35 kcal per mole


This record from OMol25 describes a structure of composition C27H56N11Re. The level of theory is wB97M-V/def2-TZVPD.

Each line ends with the Mulliken spin population.
CARTESIAN COORDINATES (ANGSTROEM)
Re: -0.106 -0.149 0.204  0.568
C: -3.139 -1.240 -1.408  0.013
N: -2.715 -0.193 -2.328  0.013
C: -3.067 -0.429 -3.732  0.000
C: -2.254 0.974 -1.878  0.010
N: -1.554 1.067 -0.691  -0.001
C: -1.865 2.329 0.042  -0.005
C: -0.603 2.849 0.650  -0.006
N: 0.033 1.744 1.393  -0.022
C: 1.478 2.073 1.644  -0.008
C: 2.339 0.896 1.219  0.005
N: 1.859 0.421 -0.096  0.174
C: 2.750 0.455 -1.128  -0.033
N: 2.364 0.562 -2.399  0.013
C: 1.154 1.243 -2.795  0.012
C: 3.144 -0.007 -3.500  -0.002
N: 4.073 0.339 -0.876  0.001
C: 4.603 -0.694 0.011  -0.001
C: 5.076 1.123 -1.596  0.000
C: -0.657 1.475 2.691  0.004
C: -1.729 0.400 2.554  0.019
N: -1.198 -0.766 1.794  0.022
C: -1.250 -1.992 2.482  0.004
N: -1.470 -3.127 1.831  -0.001
C: -0.939 -4.414 2.294  0.000
C: -2.355 -3.255 0.679  -0.004
N: -1.146 -2.046 3.827  -0.001
C: -1.962 -2.967 4.623  0.001
C: -0.173 -1.307 4.622  0.000
N: -2.556 2.072 -2.623  0.006
C: -3.921 2.294 -3.111  0.000
C: -1.677 3.211 -2.844  0.000
H: -3.065 -2.207 -1.901  0.001
H: -4.178 -1.080 -1.107  -0.001
H: -2.492 -1.239 -0.536  0.012
H: -2.723 -1.427 -3.995  0.001
H: -2.578 0.300 -4.370  0.000
H: -4.144 -0.385 -3.886  0.000
H: -2.631 2.140 0.793  -0.001
H: -2.281 3.093 -0.602  0.002
H: -0.779 3.713 1.299  -0.001
H: 0.088 3.152 -0.139  0.001
H: 1.642 2.325 2.691  0.002
H: 1.740 2.953 1.058  0.000
H: 2.279 0.079 1.930  0.001
H: 3.375 1.226 1.203  0.000
H: 0.368 0.544 -3.079  0.001
H: 1.371 1.884 -3.651  0.000
H: 0.820 1.858 -1.968  -0.006
H: 3.858 -0.731 -3.120  0.000
H: 3.667 0.769 -4.059  0.000
H: 2.454 -0.516 -4.171  0.000
H: 3.788 -1.260 0.452  -0.002
H: 5.223 -0.261 0.797  0.000
H: 5.219 -1.380 -0.573  0.001
H: 4.593 1.859 -2.234  0.000
H: 5.720 0.485 -2.201  0.000
H: 5.695 1.647 -0.867  0.000
H: -1.065 2.398 3.112  -0.001
H: 0.109 1.124 3.374  0.001
H: -2.616 0.754 2.032  0.001
H: -2.062 0.112 3.550  -0.001
H: -1.747 -5.071 2.615  0.000
H: -0.243 -4.276 3.113  0.000
H: -0.420 -4.874 1.453  0.000
H: -2.980 -2.370 0.611  0.002
H: -3.002 -4.114 0.852  0.000
H: -1.788 -3.417 -0.239  -0.003
H: -2.740 -3.409 4.009  0.000
H: -2.430 -2.390 5.421  0.000
H: -1.355 -3.752 5.074  0.000
H: 0.432 -0.674 3.993  -0.002
H: 0.489 -2.021 5.118  0.000
H: -0.669 -0.711 5.390  0.000
H: -4.556 1.447 -2.884  0.000
H: -3.930 2.473 -4.186  0.000
H: -4.329 3.174 -2.610  0.001
H: -0.743 3.096 -2.312  0.000
H: -2.156 4.138 -2.519  0.000
H: -1.464 3.305 -3.911  0.000
C: 1.615 -2.512 1.644  0.038
C: 1.120 -2.841 0.272  -0.007
C: 1.430 -3.962 -0.433  0.058
C: 0.845 -3.832 -1.731  0.077
C: 0.202 -2.636 -1.775  -0.023
C: -0.454 -2.047 -2.974  0.001
N: 0.304 -1.983 -0.524  0.072
H: 1.424 -3.327 2.340  0.003
H: 1.159 -1.625 2.067  -0.008
H: 2.693 -2.350 1.650  0.003
H: 2.034 -4.780 -0.075  -0.005
H: 0.922 -4.533 -2.545  -0.003
H: 0.277 -1.864 -3.763  -0.001
H: -0.938 -1.107 -2.741  0.004
H: -1.197 -2.727 -3.391  -0.001

* spin multiplicity: 2
* orbital gap (spin up / spin down): 5.98 / 6.00 eV
* highest occupied orbital energy (spin up / spin down): -15.44 / -15.42 eV
* total charge: +3
* total energy: -1742.0568 a.u.